[1]
Below is 4 unconnected molecules or ions with the total composition C3H15N2O3, with properties calculated with ωB97M-V/def2-TZVPD.

Each line ends with the Löwdin charge.
CARTESIAN COORDINATES (ANGSTROEM)
O: 1.46 2.60 -1.60  -0.065
O: 2.79 -1.90 -1.11  -0.039
O: 0.51 -0.64 -1.45  -0.077
N: -1.32 -0.02 0.50  0.066
N: -2.10 1.75 -0.73  0.196
C: -2.10 1.03 0.39  -0.116
C: -1.38 -0.81 1.72  -0.221
C: 0.00 -1.22 2.23  -0.071
H: -1.40 1.60 -1.43  0.119
H: -1.99 -0.40 2.53  0.125
H: -0.01 -2.07 2.91  0.086
H: 1.93 3.43 -1.61  0.030
H: 1.13 -1.39 -1.29  0.023
H: 3.33 -1.47 -1.77  0.061
H: -0.45 -0.09 -0.07  0.114
H: 3.48 -2.39 -0.64  0.077
H: 0.52 -0.37 2.67  0.085
H: 0.62 -1.56 1.40  0.071
H: -1.86 -1.78 1.53  0.127
H: -2.65 2.58 -0.60  0.127
H: 1.60 2.13 -2.45  0.047
H: 0.63 -0.26 -2.34  0.070
H: -2.74 1.25 1.23  0.164

Relative energy (zero: lowest compared OMol25 entry of this formula, charge and spin) = 54.7 kJ/mol
Total charge = +1
M = 127.164 Da


[2]
Below is 2 unconnected molecules or ions with the total composition C3H15N4, with properties calculated with ωB97M-V/def2-TZVPD.

Each line ends with the Löwdin charge.
CARTESIAN COORDINATES (ANGSTROEM)
N: 0.64 1.51 -0.71  0.131
N: -1.70 0.50 0.06  0.007
N: 2.78 -0.91 1.21  0.358
N: -3.12 -1.46 -0.61  0.041
C: -1.83 -0.84 -0.59  -0.328
C: 1.80 0.12 1.01  -0.132
C: 1.74 0.53 -0.48  -0.123
H: 2.68 0.96 -0.78  0.142
H: 0.83 -0.24 1.40  0.167
H: -2.43 1.12 -0.29  0.118
H: 0.57 1.71 -1.71  0.169
H: -0.39 1.14 -0.32  0.096
H: 2.60 -1.84 0.81  0.185
H: 3.13 -1.06 2.17  0.189
H: 0.89 2.40 -0.27  0.168
H: -3.50 -1.52 0.34  0.091
H: 1.53 -0.35 -1.09  0.140
H: 2.12 0.96 1.62  0.153
H: -3.79 -0.89 -1.12  0.091
H: -1.17 -1.53 -0.05  0.108
H: -1.46 -0.74 -1.61  0.119
H: -1.92 0.42 1.05  0.112

2S+1 = 2
<S²> = 0.7542
Total charge = +2
E = -341.613836 hartree
M = 107.181 Da


[3]
Below is 4 unconnected molecules or ions with the total composition C3H15NO3, with properties calculated with ωB97M-V/def2-TZVPD.

Each line ends with the Löwdin charge.
CARTESIAN COORDINATES (ANGSTROEM)
O: -0.07 -0.92 -2.77  -0.139
O: 2.26 0.89 -3.58  -0.096
O: 1.34 1.24 -0.67  -0.248
N: -0.54 0.37 1.73  -0.162
C: -1.70 1.28 1.88  -0.360
C: 0.38 -1.72 0.99  -0.178
C: -0.89 -1.02 1.38  -0.366
H: -1.61 -0.78 0.54  0.106
H: -1.44 -1.57 2.22  0.107
H: 1.22 -1.99 1.68  0.079
H: -2.39 0.80 2.66  0.057
H: -0.82 -0.45 -2.43  -0.020
H: -1.58 2.32 2.08  0.000
H: 3.16 0.54 -3.59  0.031
H: 1.91 0.85 -2.71  -0.046
H: 1.02 0.66 0.13  0.015
H: -2.38 1.32 0.98  0.034
H: 0.10 -2.75 0.58  0.083
H: -0.18 0.29 2.61  0.031
H: 1.27 2.20 -0.29  0.030
H: 0.76 -1.17 0.17  0.012
H: 0.19 -0.41 -3.58  0.030

2S+1 = 2
<S²> = 0.7505
Relative energy (zero: lowest compared OMol25 entry of this formula, charge and spin) = 146.8 kJ/mol
Total charge = -1
M = 113.157 Da


[4]
Below is 4 unconnected molecules or ions with the total composition C3H15NO3, with properties calculated with ωB97M-V/def2-TZVPD.

Each line ends with the Löwdin charge.
CARTESIAN COORDINATES (ANGSTROEM)
O: -1.35 -1.64 -1.23  -0.068
O: -2.57 0.05 0.60  -0.121
O: -0.77 1.95 0.58  -0.052
N: 1.09 0.11 -0.59  -0.207
C: 0.81 -1.09 1.68  -0.075
C: 1.80 0.85 -1.61  -0.150
C: 1.73 -0.47 0.59  -0.269
H: -1.60 -1.10 -0.50  -0.045
H: -0.24 -0.95 1.36  0.044
H: 1.31 0.50 -2.58  0.091
H: -2.08 -1.42 -1.84  0.057
H: 1.00 -2.18 1.80  0.079
H: 0.45 -0.59 -1.02  0.079
H: -2.18 1.00 0.45  0.056
H: -0.01 1.42 0.22  0.025
H: 2.42 -1.27 0.25  0.109
H: 2.95 0.47 -1.71  0.109
H: 2.21 0.39 1.04  0.098
H: 1.81 2.03 -1.49  0.096
H: 0.87 -0.53 2.63  0.075
H: -0.59 2.85 0.46  0.024
H: -2.42 0.02 1.56  0.046

Relative energy (zero: lowest compared OMol25 entry of this formula, charge and spin) = 127.0 kJ/mol
SMILES string = CCNC.O.O.O
M = 113.157 Da


[5]
Below is 4 unconnected molecules or ions with the total composition C3H15NO3, with properties calculated with ωB97M-V/def2-TZVPD.

Each line ends with the Löwdin charge.
CARTESIAN COORDINATES (ANGSTROEM)
O: 1.69 2.08 -0.51  -0.012
O: 1.54 0.82 2.42  -0.051
O: 1.83 -0.21 -1.98  -0.048
N: 0.56 -1.63 0.21  0.247
C: -2.04 0.79 -0.18  -0.088
C: -0.84 -1.46 -0.26  -0.191
C: -1.79 -0.59 0.59  -0.183
H: 2.03 2.81 -0.92  -0.003
H: 1.45 1.17 1.56  -0.044
H: 2.02 1.35 -1.03  -0.007
H: 0.70 -2.56 0.70  0.191
H: -1.46 -0.21 1.63  0.138
H: -1.39 -2.37 -0.39  0.141
H: -2.25 0.44 -1.23  0.084
H: 1.37 -0.91 -1.34  0.066
H: -2.85 -1.04 0.58  0.155
H: 1.06 1.49 2.99  0.087
H: -1.16 1.45 -0.18  0.067
H: -0.72 -1.21 -1.33  0.158
H: -2.85 1.43 0.25  0.094
H: 0.67 -1.06 1.06  0.120
H: 2.44 -0.56 -2.64  0.078

2S+1 = 2
<S²> = 0.7555
Relative energy (zero: lowest compared OMol25 entry of this formula, charge and spin) = 194.4 kJ/mol
Total charge = +1
M = 113.157 Da


[6]
Below is 4 unconnected molecules or ions with the total composition C3H15NO3S, with properties calculated with ωB97M-V/def2-TZVPD.

Each line ends with the Löwdin charge.
CARTESIAN COORDINATES (ANGSTROEM)
S: 1.28 2.47 0.89  0.471
O: -2.79 0.28 0.69  -0.190
O: -5.51 -2.95 0.48  -0.089
O: -0.32 -2.48 1.89  -0.154
N: 0.83 -0.29 -0.73  0.017
C: 2.07 1.50 -2.07  -0.117
C: 2.02 0.47 -0.95  -0.562
C: 2.41 1.12 0.39  -0.577
H: 2.77 2.30 -1.83  0.057
H: 0.60 1.75 1.81  -0.222
H: 0.46 -0.89 -1.45  0.064
H: 2.41 0.38 1.18  0.048
H: 1.09 1.88 -2.31  0.058
H: 0.10 0.27 -0.33  0.018
H: 2.88 -0.21 -1.06  0.123
H: -3.19 1.13 0.92  -0.011
H: -1.94 0.22 1.16  -0.047
H: 3.40 1.55 0.29  0.050
H: -5.64 -3.45 -0.33  0.019
H: -0.55 -2.02 2.71  -0.013
H: 2.49 1.09 -2.99  0.059
H: -0.10 -1.78 1.25  -0.025
H: -4.76 -2.35 0.37  0.025

2S+1 = 2
<S²> = 0.7507
Relative energy (zero: lowest compared OMol25 entry of this formula, charge and spin) = 0.0 kJ/mol
Total charge = -1
M = 145.224 Da


Q: Which value of M does entry 2 give?
A: 107.181 Da


Q: What is the formula in the sixth record?
A: C3H15NO3S


Q: Which of these has the highest M?
A: C3H15NO3S


Please write out number 2 again, unchanged.
Below is 2 unconnected molecules or ions with the total composition C3H15N4, with properties calculated with ωB97M-V/def2-TZVPD.

Each line ends with the Löwdin charge.
CARTESIAN COORDINATES (ANGSTROEM)
N: 0.64 1.51 -0.71  0.131
N: -1.70 0.50 0.06  0.007
N: 2.78 -0.91 1.21  0.358
N: -3.12 -1.46 -0.61  0.041
C: -1.83 -0.84 -0.59  -0.328
C: 1.80 0.12 1.01  -0.132
C: 1.74 0.53 -0.48  -0.123
H: 2.68 0.96 -0.78  0.142
H: 0.83 -0.24 1.40  0.167
H: -2.43 1.12 -0.29  0.118
H: 0.57 1.71 -1.71  0.169
H: -0.39 1.14 -0.32  0.096
H: 2.60 -1.84 0.81  0.185
H: 3.13 -1.06 2.17  0.189
H: 0.89 2.40 -0.27  0.168
H: -3.50 -1.52 0.34  0.091
H: 1.53 -0.35 -1.09  0.140
H: 2.12 0.96 1.62  0.153
H: -3.79 -0.89 -1.12  0.091
H: -1.17 -1.53 -0.05  0.108
H: -1.46 -0.74 -1.61  0.119
H: -1.92 0.42 1.05  0.112

2S+1 = 2
<S²> = 0.7542
Total charge = +2
E = -341.613836 hartree
M = 107.181 Da